# 1
Formula: C41H99BO20
Source: the OMol25 dataset
Level of theory: ωB97M-V with the def2-TZVPD basis set

Computed properties:
net charge: 0
total energy: -3150.94624 Ha
gap between HOMO and LUMO: 9.392 eV
SMILES: CCCCCCOC(=O)OB(O)CC.COCCOC.COCCOC.COCCOC.COCCOC.COCCOC.COCCOC.COCCOC.COCCOC
E_LUMO: 0.290 eV
HOMO energy: -9.102 eV

XYZ file:
```
161
Properties=species:S:1:pos:R:3:lowdin_charge:R:1
C -0.53113 -4.71846 2.89017 -0.10
C -0.83408 -3.22654 2.70730 -0.26
C -0.41590 -2.73132 1.31462 -0.23
C -1.25950 -1.56186 0.79910 -0.19
C -2.64343 -2.02299 0.30261 -0.16
C -3.78718 -1.14324 0.74106 -0.16
O -3.94939 -1.21931 2.17275 0.04
C -5.19429 -0.99500 2.59941 -0.56
O -5.98422 -0.22539 2.08911 0.14
O -5.43689 -1.70359 3.70898 0.22
B -6.77364 -2.08009 3.96194 -0.55
O -7.55224 -1.24778 4.73900 0.18
C -7.31590 -3.43919 3.39748 -0.12
C -6.69345 -3.88053 2.05890 -0.09
H 0.47696 -4.91756 2.50870 0.07
H -1.21477 -5.33800 2.30340 0.07
H -0.54990 -5.02111 3.93831 0.05
H -1.89436 -3.01952 2.87456 0.10
H -0.24368 -2.68099 3.45151 0.11
H -0.51250 -3.56396 0.60388 0.10
H 0.64317 -2.45303 1.32037 0.11
H -0.72262 -1.11427 -0.04433 0.10
H -1.35313 -0.79057 1.56876 0.11
H -2.65396 -2.02030 -0.79209 0.12
H -2.84035 -3.05489 0.61176 0.12
H -3.65309 -0.10177 0.43172 0.13
H -4.71306 -1.48834 0.26652 0.12
H -7.79006 -1.65882 5.57802 0.11
H -8.40275 -3.35660 3.32139 0.11
H -7.09208 -4.21045 4.14752 0.11
H -5.67986 -4.26165 2.19656 0.08
H -6.68543 -3.05887 1.34156 0.04
H -7.29743 -4.67489 1.61060 0.08
C -0.33533 4.63779 -0.67608 -0.10
O -0.84950 3.31753 -0.61375 -0.19
C -1.98295 3.20296 0.23058 -0.20
C -3.27712 3.21200 -0.55372 -0.21
O -3.50052 4.45800 -1.19429 -0.19
C -3.16646 4.45948 -2.56881 -0.11
H 0.37347 4.67825 -1.50227 0.09
H -1.12606 5.36860 -0.84662 0.06
H 0.18819 4.89418 0.24996 0.09
H -1.98827 4.00454 0.97624 0.12
H -1.89623 2.24858 0.76075 0.12
H -4.10994 3.04840 0.13756 0.13
H -3.28074 2.39689 -1.28513 0.12
H -3.91651 3.91423 -3.15242 0.09
H -2.18293 4.01762 -2.74573 0.08
H -3.15348 5.49709 -2.89978 0.09
C -0.41580 -4.81136 -5.14535 -0.11
O 0.83052 -5.02765 -4.51188 -0.19
C 1.00679 -4.26735 -3.32743 -0.20
C 0.74925 -5.08333 -2.08213 -0.20
O -0.60866 -5.48480 -1.97946 -0.20
C -0.83505 -6.82636 -2.36821 -0.11
H -0.54114 -5.59240 -5.89353 0.09
H -1.24482 -4.86258 -4.43540 0.08
H -0.43308 -3.83779 -5.64764 0.09
H 0.35655 -3.38616 -3.33706 0.13
H 2.04426 -3.91995 -3.30814 0.12
H 0.96889 -4.45976 -1.20895 0.11
H 1.41043 -5.95483 -2.05090 0.13
H -0.46974 -7.52036 -1.60314 0.09
H -0.35258 -7.05634 -3.32107 0.08
H -1.91072 -6.95770 -2.47488 0.09
C -2.79648 -6.98407 9.06727 -0.11
O -1.54686 -6.45220 9.46462 -0.19
C -0.44800 -6.97765 8.74001 -0.21
C 0.01443 -6.03853 7.64826 -0.21
O -0.96862 -5.86735 6.64169 -0.20
C -1.70726 -4.66559 6.76593 -0.11
H -3.57098 -6.36129 9.51179 0.09
H -2.91208 -6.97512 7.98094 0.08
H -2.91681 -8.00956 9.43342 0.09
H -0.70270 -7.95207 8.31109 0.13
H 0.37231 -7.12417 9.44916 0.13
H 0.90252 -6.46384 7.17077 0.13
H 0.29282 -5.07204 8.08029 0.13
H -1.10099 -3.80801 6.45344 0.09
H -2.05429 -4.50847 7.78970 0.08
H -2.56950 -4.74237 6.10534 0.09
C -7.74747 -4.00606 -2.11493 -0.11
O -7.48011 -2.85199 -2.88870 -0.19
C -8.64680 -2.15928 -3.30380 -0.21
C -8.93480 -0.96050 -2.42683 -0.21
O -9.25167 -1.34080 -1.09987 -0.18
C -8.15713 -1.22925 -0.20742 -0.11
H -6.80666 -4.32155 -1.66535 0.09
H -8.46991 -3.80152 -1.32103 0.08
H -8.12563 -4.81859 -2.74517 0.09
H -9.50978 -2.83265 -3.31123 0.13
H -8.47552 -1.81679 -4.32882 0.12
H -9.79829 -0.42342 -2.83093 0.13
H -8.07798 -0.27885 -2.43663 0.13
H -7.95114 -0.18497 0.04364 0.09
H -7.25499 -1.68237 -0.62790 0.07
H -8.42770 -1.75540 0.70632 0.08
C 5.17821 1.03954 -2.71008 -0.10
O 4.44696 0.96506 -1.49725 -0.20
C 3.12742 0.47180 -1.66031 -0.20
C 3.02000 -0.98771 -1.27956 -0.20
O 3.77429 -1.82367 -2.14322 -0.20
C 5.01843 -2.22628 -1.60064 -0.11
H 6.22483 1.19448 -2.45962 0.06
H 5.08807 0.12318 -3.29721 0.09
H 4.83628 1.89010 -3.30892 0.10
H 2.78919 0.61690 -2.69096 0.13
H 2.47304 1.05518 -1.00519 0.13
H 1.97150 -1.29418 -1.35946 0.12
H 3.33410 -1.12831 -0.24024 0.13
H 4.87717 -2.98961 -0.82737 0.09
H 5.56433 -1.38100 -1.17515 0.08
H 5.60428 -2.65443 -2.41233 0.09
C -1.82542 7.72184 1.51437 -0.10
O -0.98639 7.71603 0.37344 -0.20
C -1.62481 8.19858 -0.79762 -0.21
C -1.24063 9.62892 -1.10396 -0.20
O -1.69766 10.52782 -0.10847 -0.19
C -0.69638 10.90969 0.81590 -0.11
H -1.19113 7.56582 2.38570 0.09
H -2.35214 8.67243 1.62275 0.09
H -2.55801 6.90858 1.45992 0.09
H -2.71171 8.11068 -0.70499 0.13
H -1.30590 7.56448 -1.63175 0.12
H -1.70516 9.92300 -2.05018 0.13
H -0.15498 9.70673 -1.22156 0.13
H 0.00471 11.61721 0.35977 0.09
H -0.14179 10.04586 1.18975 0.08
H -1.19440 11.39978 1.65074 0.09
C 6.97451 5.91972 -1.13640 -0.11
O 5.94535 5.21958 -0.46640 -0.18
C 6.05490 3.80754 -0.57938 -0.20
C 6.66130 3.18247 0.65462 -0.19
O 8.01204 3.57908 0.84580 -0.19
C 8.17194 4.60034 1.81135 -0.11
H 6.93330 6.95696 -0.80715 0.09
H 7.96105 5.51192 -0.90063 0.08
H 6.82373 5.88923 -2.22186 0.09
H 6.64140 3.53866 -1.46393 0.11
H 5.04663 3.40828 -0.71221 0.12
H 6.65308 2.09507 0.53363 0.12
H 6.05980 3.42976 1.53491 0.13
H 8.04211 4.20264 2.82402 0.09
H 7.46449 5.41807 1.65447 0.08
H 9.18595 4.98531 1.71456 0.09
C 10.23816 0.18184 -5.35019 -0.11
O 10.59629 1.51988 -5.64069 -0.19
C 9.55195 2.27388 -6.23121 -0.21
C 8.85198 3.15987 -5.22493 -0.20
O 8.17167 2.40532 -4.23537 -0.20
C 8.88345 2.31487 -3.01233 -0.11
H 11.01286 -0.22939 -4.70533 0.09
H 9.27722 0.12409 -4.83344 0.08
H 10.18988 -0.41568 -6.26709 0.09
H 8.82622 1.61119 -6.71350 0.13
H 9.99979 2.90513 -7.00469 0.13
H 8.10490 3.76452 -5.74843 0.13
H 9.57181 3.84044 -4.75966 0.13
H 8.82738 3.26185 -2.46464 0.08
H 9.93215 2.05167 -3.16589 0.09
H 8.41391 1.53723 -2.41191 0.08
```

---

# 2
Formula: C42H100FN8O16
Source: the OMol25 dataset
Level of theory: ωB97M-V with the def2-TZVPD basis set

Computed properties:
net charge: -1
relative energy (zero: lowest compared OMol25 entry of this formula, charge and spin): 18.9 kcal per mole
total energy: -3401.71205 Ha
gap between HOMO and LUMO: 4.827 eV
E_LUMO: 1.857 eV
HOMO energy: -2.970 eV

XYZ file:
```
167
Properties=species:S:1:pos:R:3:lowdin_charge:R:1
N -0.83901 -0.88465 -3.03351 0.28
H -0.26864 -0.30310 -3.63065 0.07
H -0.44934 -1.79471 -2.83342 0.06
H -1.68161 -1.22727 -3.47251 0.04
H -1.05794 -0.49067 -2.12965 0.05
N -0.10967 2.39380 -0.87698 0.27
H -0.90612 2.97410 -1.09838 0.05
H 0.51683 2.35558 -1.66826 0.07
H -0.50288 1.49111 -0.65194 0.03
H 0.35026 2.69090 -0.02828 0.05
F -1.24005 0.02854 -0.54592 -0.48
C 1.28816 1.71268 -6.81189 -0.03
C 2.27065 2.72756 -7.25714 -0.33
C 2.95259 3.57889 -6.08772 -0.31
O 3.71402 4.57302 -6.25019 -0.05
C 2.65109 3.09114 -4.70684 -0.03
C 1.71755 2.12659 -4.45957 -0.40
C 1.03238 1.40371 -5.53767 -0.41
O 0.23749 0.36398 -5.34975 -0.15
O 1.62573 1.84199 -3.18873 -0.15
O 2.57074 2.87924 -8.44911 -0.02
H 0.73279 1.25717 -7.61841 0.10
H 3.24812 3.54558 -3.93003 0.09
C 5.88116 -4.09454 4.45369 -0.09
O 5.10641 -4.35412 3.25727 -0.20
C 4.71055 -5.73309 3.13315 -0.21
C 3.78197 -5.79238 1.90724 -0.19
N 2.58997 -4.94151 1.91519 -0.07
C 1.76140 -5.18251 3.04900 -0.21
C 0.67314 -4.05329 3.07596 -0.18
O 1.31743 -2.83382 3.45576 -0.20
C 0.39299 -1.91129 4.03454 -0.09
H 6.17196 -3.04497 4.49773 0.06
H 6.84105 -4.61034 4.47957 0.08
H 5.32674 -4.36688 5.35178 0.09
H 4.24731 -6.15277 4.02610 0.11
H 5.63757 -6.27848 2.95633 0.12
H 3.44244 -6.81964 1.77483 0.11
H 4.26216 -5.58706 0.95049 0.12
H 2.81282 -3.96925 2.07374 0.08
H 2.36783 -5.21244 3.95423 0.11
H 1.27960 -6.13458 2.82642 0.12
H -0.01415 -4.39110 3.85161 0.10
H 0.13807 -3.95586 2.13133 0.11
H 0.89179 -0.98944 4.33370 0.07
H 0.02782 -2.28735 4.99022 0.09
H -0.36004 -1.61951 3.30247 0.08
C -3.12670 -5.48519 3.55608 -0.17
O -3.05389 -4.76562 2.39297 -0.21
C -3.39567 -3.32935 2.54919 -0.15
C -2.79511 -2.56765 1.34608 -0.21
N -2.99250 -1.12100 1.43047 -0.05
C -4.31149 -0.67147 1.03823 -0.19
C -4.63975 -0.92928 -0.46134 -0.16
O -5.95567 -0.42651 -0.86783 -0.18
C -6.14978 -0.38496 -2.24808 -0.14
H -2.48489 -5.14107 4.36711 0.08
H -2.85266 -6.47190 3.18270 0.09
H -4.15002 -5.52676 3.92916 0.08
H -3.08968 -2.92412 3.51368 0.12
H -4.48224 -3.30695 2.46569 0.11
H -2.92442 -3.13061 0.42171 0.10
H -1.71719 -2.72554 1.38130 0.08
H -2.27898 -0.62437 0.91632 0.05
H -4.27763 0.40174 1.22572 0.09
H -5.09478 -1.02316 1.70972 0.11
H -4.53203 -1.97619 -0.74503 0.11
H -3.89195 -0.31631 -0.96449 0.09
H -5.46377 0.33364 -2.69655 0.07
H -7.17388 -0.11001 -2.50050 0.09
H -5.99092 -1.33827 -2.75214 0.07
C 2.74786 0.62950 -0.19351 -0.10
O 3.47795 0.40224 0.95849 -0.20
C 3.15302 -0.74971 1.69987 -0.20
C 4.18252 -0.96382 2.81646 -0.18
N 4.06670 0.10789 3.83271 -0.05
C 5.07113 -0.07140 4.87660 -0.18
C 6.42679 0.56454 4.48116 -0.21
O 6.30010 1.87177 3.91843 -0.18
C 7.53981 2.53653 3.84748 -0.13
H 1.69839 0.84715 0.00484 0.06
H 2.83801 -0.28755 -0.77576 0.10
H 3.09739 1.49214 -0.76079 0.10
H 3.13120 -1.56189 0.97324 0.11
H 2.15078 -0.68476 2.12342 0.11
H 5.21746 -1.05053 2.48555 0.12
H 4.00842 -1.91835 3.31310 0.09
H 4.18161 0.95530 3.29534 0.09
H 5.17985 -1.13246 5.10119 0.10
H 4.64207 0.42915 5.74463 0.11
H 6.90875 -0.01775 3.69583 0.11
H 7.17248 0.50594 5.27401 0.11
H 8.30536 2.05998 3.23517 0.09
H 7.97199 2.73231 4.82881 0.08
H 7.41781 3.52421 3.40285 0.09
C 0.74552 -2.75259 -0.66607 -0.06
O 0.94689 -2.77646 -2.08843 -0.21
C 0.91490 -4.06350 -2.63778 -0.23
C -0.50369 -4.52550 -2.78252 -0.24
N -1.29642 -3.58916 -3.55947 -0.04
C -2.65048 -3.72046 -3.03683 -0.17
C -3.53289 -2.85886 -4.01196 -0.16
O -3.18271 -1.45066 -3.92133 -0.23
C -3.69027 -0.71301 -4.98375 -0.09
H -0.20736 -3.23467 -0.44764 0.07
H 0.70052 -1.69280 -0.41519 0.08
H 1.59197 -3.23260 -0.17492 0.08
H 1.43437 -4.79141 -2.01456 0.12
H 1.41172 -4.15018 -3.60410 0.13
H -0.86913 -4.87168 -1.81572 0.11
H -0.41573 -5.51403 -3.23328 0.12
H -1.35246 -4.02183 -4.47038 0.12
H -2.82596 -3.50649 -1.98254 0.11
H -2.91798 -4.75699 -3.24214 0.12
H -4.59633 -3.00945 -3.82615 0.11
H -3.39210 -3.31888 -4.99005 0.12
H -3.69734 -1.22490 -5.94605 0.10
H -3.24854 0.27835 -5.08464 0.09
H -4.67483 -0.44483 -4.60056 0.07
C -2.05357 1.74226 3.34104 -0.13
O -0.96056 2.62185 3.23526 -0.21
C 0.24130 1.85872 2.83075 -0.15
C 1.41604 2.81862 2.52915 -0.14
N 1.24886 3.66005 1.29953 -0.07
C 0.20976 4.66539 1.40809 -0.21
C 0.31891 5.75323 0.32084 -0.16
O -0.01574 5.21952 -0.98643 -0.23
C 0.06281 6.07540 -2.14097 -0.07
H -3.01544 2.21947 3.52857 0.08
H -1.95586 1.07598 4.19815 0.09
H -2.10287 1.15576 2.42360 0.06
H -0.01975 1.23980 1.97232 0.10
H 0.45034 1.11562 3.60030 0.10
H 2.32321 2.27629 2.26268 0.10
H 1.64601 3.38414 3.43214 0.12
H 2.15376 4.09060 1.17347 0.12
H 0.30055 5.25168 2.32250 0.12
H -0.73382 4.12121 1.44831 0.07
H 1.34268 6.10358 0.18945 0.12
H -0.36572 6.58437 0.48993 0.12
H 0.14857 5.56263 -3.09899 0.09
H 0.95608 6.69075 -2.03365 0.08
H -0.76256 6.78653 -2.17505 0.08
C -3.39525 5.22952 2.07745 -0.03
O -3.86220 4.54732 0.85740 -0.17
C -3.47574 3.21505 0.76080 -0.26
C -3.65791 2.56818 -0.60399 -0.15
N -2.69855 3.20019 -1.55753 -0.04
C -2.89246 2.67885 -2.89925 -0.21
C -2.21475 3.50963 -3.92490 -0.22
O -2.76255 4.81828 -3.85452 -0.20
C -2.61999 5.52565 -5.05794 -0.11
H -4.02846 4.83577 2.87251 0.08
H -3.49438 6.30767 1.95147 0.09
H -2.37916 4.87590 2.25245 0.06
H -3.92702 2.57821 1.52164 0.10
H -2.40102 3.13558 0.92435 0.09
H -4.69079 2.63868 -0.94499 0.13
H -3.41330 1.52545 -0.40155 0.08
H -2.93768 4.18097 -1.58924 0.11
H -3.95212 2.62656 -3.14925 0.11
H -2.56322 1.64964 -3.04217 0.11
H -2.38469 3.01457 -4.88100 0.13
H -1.13334 3.48148 -3.79123 0.13
H -1.56310 5.58251 -5.31842 0.09
H -3.10262 6.49830 -4.96249 0.09
H -3.17739 4.96679 -5.80966 0.08
```